1.
Entry from the OMol25 dataset: a molecular structure, C6H6N2O5Rh at a distorted geometry (wB97M-V/def2-TZVPD).

Properties
Max |F|   0.2015 Eh/bohr
Total charge   +3
Multiplicity   5
Energy relative to the best compared isomer or geometry (same formula, charge and spin)   0.0 kJ/mol
Gap between HOMO and LUMO (alpha / beta)   7.93 / 3.61 eV
Expectation value of S²   6.02

```
20
Properties=species:S:1:pos:R:3:forces:R:3
Rh -0.37540 0.45975 -0.60318 -0.9 -3.7 2.5
O 3.02978 -3.76671 1.70742 0.1 2.1 -1.0
C 3.02418 -2.74487 1.20165 -0.1 -2.1 1.0
C -1.61348 0.24624 -1.99488 -6.2 -1.3 -7.3
O -2.24959 0.06207 -2.94325 2.9 0.9 4.2
C -0.46286 1.80545 0.69600 -0.2 6.4 7.3
O -0.32717 2.52553 1.60097 -0.6 -3.3 -4.4
C 1.06044 1.13651 -1.56187 8.9 2.2 -4.8
O 2.00925 1.49107 -2.11798 -4.4 -1.2 2.3
C -3.20967 -3.22248 1.29466 1.3 0.7 -0.6
N -2.41288 -2.47335 2.23566 -2.1 -1.6 -0.5
C -1.65106 -1.41817 1.89474 3.1 3.0 -0.9
N -1.04746 -0.74261 2.91302 -1.8 -1.5 -1.4
O -1.47425 -1.15295 0.67483 0.3 0.2 0.6
H -2.92383 -2.92042 0.28705 -0.2 -0.1 0.2
H -4.27823 -3.03432 1.45634 -0.4 -0.1 0.4
H -3.02888 -4.29296 1.42688 -0.2 -0.4 0.4
H -2.52328 -2.64551 3.21440 -0.2 -0.6 1.1
H -0.54419 0.10574 2.69973 0.2 0.0 0.5
H -1.36521 -0.94928 3.85002 0.5 0.4 0.6
```
Forces are in eV/Å.

2.
Entry from the OMol25 dataset: 10 unconnected molecules or ions with the total composition C44H42F6N4 at a distorted geometry (wB97M-V/def2-TZVPD).

Properties
Max |F|   0.1041 Eh/bohr
Multiplicity   1
SMILES string   Fc1ccccc1.Fc1ccccc1.Fc1ccccc1.Fc1ccccc1.Fc1ccccc1.Fc1ccccc1.CC#N.CC#N.CC#N.CC#N
Energy relative to the best compared isomer or geometry (same formula, charge and spin)   210.6 kJ/mol
Gap between HOMO and LUMO   9.30 eV

```
96
Properties=species:S:1:pos:R:3:forces:R:3
F 4.18683 -11.18731 9.69799 -1.2 0.8 0.4
C 3.18223 -10.32854 10.11019 0.8 1.2 -0.7
C 2.99845 -9.09813 9.45364 -0.7 -0.7 -0.4
C 1.98251 -8.25378 9.87557 0.3 0.1 1.4
C 1.31423 -8.49391 11.07321 0.1 -1.7 0.2
C 1.56695 -9.71291 11.79084 -0.4 2.5 -1.2
C 2.47973 -10.60735 11.27024 0.6 -0.6 0.1
H 3.44842 -8.70910 8.55220 0.8 -0.9 0.0
H 1.88201 -7.30537 9.36880 -0.3 0.0 -0.1
H 0.55331 -7.81633 11.43137 0.1 0.1 0.1
H 1.06103 -9.78284 12.74245 0.1 -0.7 0.1
H 2.75037 -11.52208 11.77661 -0.2 -0.1 0.2
F 5.29919 -12.93602 7.49973 -0.8 1.9 -0.4
C 5.92103 -14.08058 7.41274 0.3 -1.4 0.4
C 5.66000 -14.91879 6.31178 0.1 0.3 0.4
C 6.14016 -16.20828 6.29893 1.4 0.1 1.4
C 6.96183 -16.64570 7.39252 -0.8 0.8 -1.1
C 7.24265 -15.75689 8.42342 -0.5 0.4 0.3
C 6.70280 -14.44417 8.49127 0.8 -2.0 -1.2
H 5.09993 -14.55665 5.46232 -0.2 0.2 0.2
H 5.96871 -16.81914 5.42494 0.0 -0.2 0.1
H 7.39017 -17.63505 7.32841 0.0 0.0 0.3
H 7.81390 -16.04507 9.29349 0.4 -0.3 -0.2
H 7.02746 -13.82673 9.31574 -0.5 0.3 -0.1
F 5.03282 -13.13366 17.77685 0.0 0.0 0.0
C 3.96176 -12.86690 17.01783 -1.8 1.4 0.1
C 2.97408 -11.95144 17.51642 -0.5 -1.6 -2.2
C 1.78655 -11.73945 16.70181 1.7 -2.2 -0.4
C 1.64147 -12.53361 15.49454 0.9 0.5 1.4
C 2.67613 -13.38193 15.06692 -0.9 1.1 0.1
C 3.83244 -13.49536 15.78738 1.0 -0.3 0.9
H 3.09685 -11.64946 18.54605 -0.2 0.6 -0.1
H 0.98585 -11.11534 17.07027 0.0 0.0 -0.1
H 0.75505 -12.62894 14.88497 -0.4 0.8 0.3
H 2.55382 -13.92149 14.13938 0.0 -0.1 0.0
H 4.63469 -14.15290 15.48665 0.1 -0.1 -0.1
F 5.83414 -9.04155 11.51721 -0.1 0.2 1.3
C 5.37426 -8.66241 12.76935 -0.1 0.5 -1.9
C 5.24149 -7.31710 13.02425 -0.6 1.0 1.3
C 4.62094 -6.86064 14.23266 0.9 -1.0 -0.3
C 4.08347 -7.77797 15.11270 1.0 -2.7 -0.7
C 4.32048 -9.17651 14.79639 -0.8 1.4 0.8
C 4.93835 -9.61589 13.65506 -0.1 0.0 0.2
H 5.54577 -6.52703 12.35372 0.3 -0.4 -0.3
H 4.76263 -5.83889 14.55258 -0.5 0.3 -0.4
H 3.60626 -7.57012 16.05899 0.0 0.4 -0.1
H 4.04541 -9.98070 15.46273 -0.4 0.2 0.4
H 5.03114 -10.68391 13.52422 0.2 0.1 -0.3
F 10.00144 -14.09273 18.40824 0.1 0.0 0.2
C 9.96297 -14.36811 17.08681 -0.4 0.1 0.5
C 9.14093 -13.59571 16.31402 -0.3 0.7 -1.8
C 9.15780 -13.79373 14.91505 0.7 -1.1 0.8
C 9.80959 -14.93205 14.39302 0.3 1.5 0.3
C 10.60962 -15.70222 15.22396 0.0 -0.3 1.4
C 10.71870 -15.39848 16.60280 0.0 -0.2 -1.1
H 8.54703 -12.79836 16.73581 0.1 0.1 0.1
H 8.80920 -13.05546 14.20807 -0.6 0.0 0.3
H 9.84624 -15.00015 13.31579 0.0 -0.5 -0.1
H 11.14833 -16.57940 14.89724 0.1 0.1 -0.4
H 11.37247 -15.89946 17.30138 0.0 -0.3 -0.2
F 9.51134 -8.69554 9.35245 -0.8 -0.4 -0.5
C 10.54352 -8.26461 10.06513 0.8 0.7 0.0
C 10.50022 -8.32281 11.42645 -0.6 -0.6 1.1
C 11.55402 -7.85076 12.19586 0.2 0.9 -0.9
C 12.59700 -7.20240 11.53523 0.8 -0.1 -0.3
C 12.66397 -7.12431 10.13851 -1.3 -0.5 1.0
C 11.59338 -7.66417 9.41969 1.1 1.2 -0.7
H 9.59492 -8.70014 11.87861 0.1 -0.3 0.1
H 11.52229 -7.83200 13.27523 -0.1 -0.2 0.0
H 13.38910 -6.71436 12.08368 0.1 -0.1 0.3
H 13.45284 -6.57435 9.64696 0.0 -0.1 0.0
H 11.55855 -7.38294 8.37753 -0.2 -0.6 -0.3
C 6.62245 -12.60043 12.43570 0.7 1.0 0.5
C 7.71704 -11.56998 12.61079 -1.0 -1.3 -0.7
N 8.57482 -10.82052 12.74890 0.0 0.0 0.1
H 6.96478 -13.56143 12.05179 0.4 0.2 0.0
H 5.83594 -12.22308 11.78217 0.1 0.1 0.0
H 6.24012 -12.75202 13.44513 -0.2 -0.1 0.0
C 9.82000 -12.37302 9.61082 0.6 -0.5 -0.6
C 10.34300 -13.74534 9.48743 -1.4 2.1 0.6
N 10.77912 -14.78921 9.48368 0.7 -2.1 -0.2
H 10.57546 -11.80028 9.07292 -0.2 0.6 0.2
H 9.74608 -12.06937 10.65506 0.1 0.0 -0.1
H 8.86399 -12.23644 9.10536 0.1 -0.1 0.0
C 12.24052 -12.20952 13.46807 0.6 -1.0 -0.2
C 12.88021 -13.20104 12.54719 -1.8 3.9 3.2
N 13.28905 -14.00609 11.88933 1.6 -3.0 -2.5
H 12.81775 -11.31209 13.69059 0.1 0.0 -0.8
H 12.20192 -12.69560 14.44292 -0.6 -0.2 0.0
H 11.25797 -11.99462 13.04794 0.0 0.2 0.4
C 6.90015 -9.17613 17.35414 0.6 -0.1 0.0
C 6.62067 -10.40268 16.59294 0.0 0.1 -0.3
N 6.45164 -11.31766 15.91321 0.2 0.4 0.5
H 7.76150 -8.68759 16.89862 -0.1 0.0 -0.3
H 7.24173 -9.39942 18.36486 -0.4 -0.2 0.1
H 6.08515 -8.45237 17.36022 -0.1 -0.4 0.0
```
Forces are in eV/Å.

3.
Entry from the OMol25 dataset: a molecular structure, C18H10Cl18CrO8 at a distorted geometry (wB97M-V/def2-TZVPD).

Properties
Max |F|   0.1417 Eh/bohr
Total charge   -2
Multiplicity   5
Gap between HOMO and LUMO (alpha / beta)   5.04 / 4.99 eV
Expectation value of S²   6.02

```
55
Properties=species:S:1:pos:R:3:forces:R:3
Cr 0.13899 0.53849 -0.17761 -0.5 -2.6 0.8
C 0.25415 -3.27403 -0.39733 0.2 -1.0 1.0
C -0.71263 -4.16041 0.18542 -1.5 -0.9 -0.4
C -1.03950 -3.89478 1.76713 -1.7 -0.3 1.4
O -1.77061 -4.65835 2.45917 2.0 1.5 -2.1
C -0.64188 -2.55606 2.32034 0.0 -2.0 -1.5
C 0.14693 -1.71999 1.59289 -0.2 1.4 -0.1
C 0.76291 -2.16984 0.22955 -1.1 -0.3 -0.6
O 1.51728 -1.40085 -0.48185 0.2 2.4 1.2
O 0.25858 -0.44097 1.93070 0.5 0.0 -1.7
O -1.36287 -4.97778 -0.50620 1.4 1.2 2.0
H 0.61222 -3.52170 -1.38568 -0.2 0.2 -0.2
H -1.22458 -2.19903 3.15663 0.2 0.0 0.2
C -3.89152 -0.10426 -0.06655 4.2 3.3 -0.5
C -2.55295 0.29548 -0.44505 -4.2 -3.7 -1.3
C -1.88871 -0.48185 -1.62740 -4.5 -3.5 1.3
O -0.76497 -0.10473 -1.92072 4.3 2.0 -0.8
C -2.50532 -1.70889 -2.08033 4.3 5.0 0.0
C -3.72209 -2.02671 -1.62294 -3.9 -6.1 -1.2
C -4.48704 -1.20433 -0.61048 -4.5 -1.0 2.5
O -5.64648 -1.45509 -0.04934 2.9 -0.6 -2.8
O -4.15227 -3.18282 -2.05105 -0.3 3.1 1.6
O -1.83828 1.10526 0.14599 2.7 2.5 1.3
H -4.43252 0.48531 0.65880 0.1 -0.3 0.2
H -1.95286 -2.34096 -2.75980 -0.2 -0.1 0.0
C -0.51755 1.81452 4.30917 0.6 -0.2 0.1
Cl 0.06561 3.10963 3.18983 -1.1 -0.4 0.7
Cl -1.75286 2.18994 5.56364 0.2 0.5 -0.9
Cl 0.92310 1.28440 5.17468 0.1 -0.4 0.2
H -0.90800 0.97947 3.72750 0.2 0.2 -0.2
C 4.32860 1.15074 1.54739 -0.2 0.3 0.3
Cl 3.82617 0.99524 3.22172 0.1 0.0 0.2
Cl 2.86889 1.71600 0.63788 1.0 -0.3 0.1
Cl 5.12590 -0.33092 1.02585 -0.4 -0.1 -0.4
H 5.12410 1.89281 1.47947 -0.6 0.2 -0.1
C -0.84448 3.47298 -3.47389 0.3 -0.8 -0.3
Cl -2.59645 3.50417 -3.20315 0.7 -0.1 0.1
Cl -0.35980 2.18200 -4.65538 -0.4 0.5 0.7
Cl 0.08980 3.25226 -1.92438 -0.8 0.6 -1.0
H -0.57054 4.38840 -3.99835 0.1 0.0 0.7
C -3.61017 3.95263 1.95515 0.4 -0.2 0.1
Cl -4.66382 3.10664 0.83134 0.3 0.4 0.2
Cl -4.54890 5.09206 2.97963 0.4 -0.1 -0.4
Cl -2.20910 4.72352 1.13886 -0.8 0.1 0.1
H -3.14538 3.23327 2.62938 -0.3 0.0 -0.1
C 4.29078 1.87261 -2.96979 0.0 -0.7 1.1
Cl 4.54636 3.27345 -1.91405 0.1 0.1 -0.2
Cl 2.65434 1.20575 -2.66385 1.1 0.0 -0.7
Cl 5.58420 0.61192 -2.55936 -1.1 0.9 -0.7
H 4.40009 2.24228 -3.98935 0.0 -0.6 0.2
C 4.52644 -3.02434 -1.26382 -0.5 -0.8 0.7
Cl 3.43990 -3.35546 -2.64066 0.9 0.2 0.6
Cl 6.27105 -3.09196 -1.61433 -0.2 0.1 -0.4
Cl 4.23157 -4.25622 0.06222 0.0 0.9 -0.8
H 4.32622 -2.02888 -0.86751 -0.3 -0.3 -0.1
```
Forces are in eV/Å.

4.
Entry from the OMol25 dataset: a molecular structure, C4H6O2 (wB97M-V/def2-TZVPD).

Properties
Max |F|   0.0125 Eh/bohr
Multiplicity   1
Energy relative to the best compared isomer or geometry (same formula, charge and spin)   544.1 kJ/mol
Gap between HOMO and LUMO   9.00 eV

```
12
Properties=species:S:1:pos:R:3:forces:R:3
O 1.04509 1.11702 -0.01873 -0.2 0.3 0.2
C 2.00824 0.12095 -0.09301 0.3 -0.3 -0.1
C 0.89532 -0.76351 -0.33324 -0.5 -0.4 0.0
C -0.22489 -1.30933 -0.43928 0.4 0.4 0.1
C -1.53319 -0.89055 -0.34346 -0.1 -0.2 0.0
O -1.48740 0.97498 0.08269 0.1 0.0 -0.2
H -0.46390 1.04094 0.21578 0.1 0.0 -0.1
H 2.56573 -0.08504 0.83396 -0.1 0.1 -0.1
H 2.71682 0.22370 -0.92771 -0.1 0.0 0.1
H -2.13491 -0.80407 -1.24588 0.1 0.0 0.1
H -2.10235 -1.14346 0.54711 0.1 0.1 -0.1
H -1.61560 1.46058 -0.74673 0.0 -0.1 0.2
```
Forces are in eV/Å.